Record 1
Entry from the OMol25 dataset: a cluster of 12 separate species, C11H46N18O12 in total in a non-equilibrium geometry (ωB97M-V/def2-TZVPD).

Geometry as XYZ:
```
87
C11H46N18O12 ωB97M-V/def2-TZVPD
N 1.7491 1.3987 -5.5824
C 0.9116 0.4182 -4.9995
N 1.4499 -0.7618 -4.7114
O -0.2810 0.6477 -4.7032
H 1.4267 2.3192 -5.2788
H 2.7100 1.1917 -5.3832
H 2.4629 -0.9266 -4.7881
H 0.9361 -1.3371 -4.0550
N 0.2037 3.6022 4.6710
C -1.0473 3.8858 4.1318
N -1.2346 5.2843 3.8966
O -1.9746 3.1290 3.8629
H 0.5836 2.6827 4.8961
H 0.8483 4.3665 4.5259
H -2.1539 5.6135 3.6862
H -0.8433 5.9654 4.5316
N -2.3952 3.0217 -4.1030
C -2.4338 2.7169 -2.7639
N -1.8382 1.5798 -2.4325
O -2.9516 3.4086 -1.8607
H -1.6461 2.5675 -4.5977
H -2.5589 3.9675 -4.3319
H -1.3880 1.4954 -1.5114
H -1.2695 1.1547 -3.1897
N -2.3358 -2.1799 -1.7483
C -3.3111 -1.4643 -2.5659
N -2.9058 -1.2037 -3.9100
O -4.4322 -1.1706 -2.1414
H -1.3362 -2.2463 -1.9513
H -2.5224 -2.0991 -0.7513
H -3.5160 -0.5091 -4.3544
H -1.9234 -0.9538 -3.8760
N 4.1900 -2.1985 1.9936
C 3.4932 -3.4019 1.8761
N 4.4468 -4.5009 1.8657
O 2.2756 -3.5444 1.6279
H 3.9085 -1.2746 1.7899
H 5.1868 -2.2055 2.1628
H 5.0545 -4.6063 2.6785
H 4.0667 -5.3604 1.4734
N 1.2572 3.5388 -0.8308
C 2.5305 2.9938 -1.1632
N 2.4268 1.5431 -1.5424
O 3.5778 3.6736 -1.1240
H 1.3991 4.4608 -0.4395
H 0.5286 3.0285 -0.3042
H 3.0049 0.9805 -2.1014
H 1.6024 1.0837 -1.1970
N -3.1076 2.2498 1.1017
C -3.6801 0.9930 0.8361
N -4.2963 0.9318 -0.3485
O -3.6405 0.0784 1.6509
H -3.0990 2.4709 2.0848
H -3.2733 2.9811 0.4313
H -4.0975 1.6372 -1.0273
H -4.5824 0.0343 -0.7571
N 3.1654 -3.4671 -1.1696
C 1.8617 -3.6165 -1.6236
N 1.5443 -4.9086 -1.7662
O 1.1484 -2.6480 -1.8538
H 3.4693 -2.5999 -0.8124
H 3.7623 -4.2469 -0.9842
H 2.0799 -5.5799 -1.2342
H 0.6024 -5.2136 -1.8857
N -0.5538 0.6563 1.8325
C -0.0999 0.1539 0.6864
N 0.6250 -0.9943 0.8227
O -0.0655 0.8346 -0.3637
H -0.8270 0.0580 2.6074
H -1.1536 1.4612 1.6656
H 0.7969 -1.4255 -0.0773
H 0.4556 -1.5979 1.6061
C -1.6463 -3.2582 1.8543
O -2.8737 -3.9095 2.1805
H -1.9462 -2.2893 1.4386
H -0.9890 -3.1490 2.6869
H -1.0986 -3.8474 1.0701
H -2.9004 -4.0304 3.1122
C 2.6348 0.8216 3.6925
O 3.0907 0.7421 2.3303
H 2.5185 1.8842 4.0205
H 1.6544 0.3655 3.7368
H 3.3612 0.3136 4.3640
H 2.4522 1.1012 1.7021
O -2.0373 -1.0697 3.6215
H -2.7456 -0.9194 2.9783
H -2.4417 -0.7728 4.4133
```

LUMO level, Ha: 0.00200
Total charge: 0
E_tot, Ha: -2335.5567
Gap between HOMO and LUMO, eV: 9.033
Molecular weight, g/mol: 622.60
HOMO level, eV: -8.98
2S+1: 1
SMILES: NC(N)=O.NC(N)=O.NC(N)=O.NC(N)=O.NC(N)=O.NC(N)=O.NC(N)=O.NC(N)=O.NC(N)=O.CO.CO.O

The computed Löwdin charges, all in e, follow: 0.1483, -0.6144, 0.1764, -0.0324, 0.1093, 0.0777, 0.1240, 0.0951, 0.1489, -0.5923, 0.1164, 0.0162, 0.0927, 0.0928, 0.0840, 0.0817, 0.1691, -0.6647, 0.1682, -0.0298, 0.0657, 0.0865, 0.0726, 0.0595, 0.1534, -0.5527, 0.1332, -0.0066, 0.0587, 0.0696, 0.1062, 0.0429, 0.1629, -0.5730, 0.0949, -0.0061, 0.0548, 0.0985, 0.0881, 0.0816, 0.1256, -0.5247, 0.1318, -0.0115, 0.0856, 0.0805, 0.0460, 0.0115, 0.1480, -0.6328, 0.1941, 0.0027, 0.0631, 0.0735, 0.0637, 0.0745, 0.1607, -0.6515, 0.1758, 0.0014, 0.0799, 0.0845, 0.1052, 0.1098, 0.1999, -0.6295, 0.2009, -0.0639, 0.0695, 0.0737, 0.0676, 0.0757, -0.1831, -0.0952, 0.0464, 0.0602, 0.0906, 0.0542, -0.1373, -0.1480, 0.0666, 0.0562, 0.0903, 0.0619, -0.0615, 0.0112, 0.0385

=====

Record 2
Entry from the OMol25 dataset: a structure of composition C11H48CdF6N2O20S2 in a non-equilibrium geometry (ωB97M-V/def2-TZVPD).

Geometry as XYZ:
```
90
C11H48CdF6N2O20S2 ωB97M-V/def2-TZVPD
Cd -8.7953 22.0180 -28.9725
C -11.8500 20.6540 -26.4424
F -11.3224 19.6951 -27.1941
F -12.9186 21.1370 -27.0630
F -12.1944 20.1718 -25.2659
S -10.5220 22.0365 -26.0955
O -11.1180 22.8713 -25.0872
O -9.3326 21.3459 -25.6753
N -10.1216 22.7745 -27.6245
S -11.1225 24.0381 -27.7360
O -11.0708 24.6324 -29.0593
O -12.4735 23.8140 -27.2428
C -10.2579 25.3465 -26.5662
F -11.0158 25.4697 -25.4964
F -9.0752 24.8428 -26.1661
F -10.1582 26.4938 -27.2172
C -13.0410 21.9719 -30.3875
C -12.3430 21.4421 -31.6791
C -13.2313 21.8484 -32.8654
C -12.4891 21.9161 -34.2144
C -11.2097 22.7296 -34.0755
C -10.2617 22.1568 -32.9962
N -11.0214 22.1145 -31.7402
O -10.2059 21.7966 -30.6401
C -9.1214 23.2107 -32.8883
C -9.6328 20.8027 -33.4520
C -12.3263 19.8989 -31.6086
H -13.2120 23.0496 -30.3541
H -12.4807 21.7012 -29.4933
H -14.0657 21.5922 -30.3510
H -13.8193 22.7617 -32.7459
H -14.0775 21.1757 -33.0367
H -13.1924 22.4074 -34.8907
H -12.2575 20.9600 -34.6882
H -11.5065 23.7526 -33.8393
H -10.6655 22.7710 -35.0215
H -9.4738 24.1645 -32.4959
H -8.6678 23.4124 -33.8607
H -8.3186 22.7670 -32.2965
H -9.1522 20.9671 -34.4178
H -10.4061 20.0410 -33.5508
H -8.9012 20.3483 -32.7831
H -13.2765 19.4681 -31.2872
H -11.6114 19.5553 -30.8571
H -12.1014 19.4127 -32.5585
O -14.5568 19.6059 -23.5354
H -15.3747 20.1049 -23.4767
H -14.3940 19.5309 -24.4814
O -6.3719 19.5864 -24.4993
H -5.6086 20.0964 -24.7834
H -7.0096 20.2432 -24.2033
O -9.9698 17.7555 -25.4716
H -10.4797 17.4068 -26.2194
H -9.1503 18.0741 -25.8547
O -9.8195 25.6229 -22.4029
H -9.2387 26.3344 -22.6818
H -10.5338 25.6219 -23.0524
O -15.1538 22.5607 -27.2443
H -14.2750 22.6383 -27.6302
H -15.6020 23.3687 -27.5059
O -10.8410 28.1042 -29.5786
H -9.9302 27.9577 -29.8440
H -10.8679 27.8481 -28.6534
O -12.5352 26.1636 -23.2114
H -12.9971 25.3346 -23.3934
H -13.1622 26.8520 -23.4453
O -12.3189 25.0153 -31.7021
H -11.8463 24.1750 -31.7984
H -11.6319 25.6858 -31.6779
O -13.9221 23.4340 -23.8880
H -13.4732 22.9325 -24.5751
H -14.4748 24.0545 -24.3711
O -8.0227 23.9096 -29.3850
H -7.0888 24.1421 -29.4046
H -8.4899 24.7033 -29.6723
O -7.2597 22.1317 -27.1534
H -7.7903 21.6461 -26.5014
H -7.0349 22.9551 -26.7103
O -8.8684 19.9962 -28.5455
H -8.4299 19.5064 -27.8412
H -9.1513 19.3288 -29.1819
O -11.0440 16.5382 -27.6625
H -10.8593 15.9361 -28.3879
H -11.9310 16.8710 -27.8385
O -13.2471 17.1691 -24.7938
H -13.1874 18.0042 -24.3208
H -12.3887 16.7565 -24.6623
O -15.3539 19.6320 -26.6735
H -15.1442 20.5419 -26.9181
H -16.1238 19.4125 -27.2029
```

LUMO level, Ha: -0.04059
Total charge: 0
E_tot, Ha: -3625.4105
Gap between HOMO and LUMO, eV: 5.731
Molecular weight, g/mol: 819.03
HOMO level, eV: -6.84
Energy relative to the best compared isomer or geometry (same formula, charge and spin), kJ/mol: 38.17
2S+1: 1

The computed Löwdin charges, all in e, follow: 1.3664, -0.6201, 0.1394, 0.1315, 0.1759, 0.7123, -0.2538, -0.3092, -0.4125, 0.6227, -0.2890, -0.2960, -0.6249, 0.1391, 0.1160, 0.1455, -0.0389, -0.4752, -0.1381, -0.1738, -0.1512, -0.5022, -0.1765, -0.3848, -0.0483, -0.0258, -0.0399, 0.0720, 0.0507, 0.0866, 0.1163, 0.1171, 0.1091, 0.1042, 0.1077, 0.1158, 0.0723, 0.0791, 0.0555, 0.0803, 0.0534, 0.0668, 0.0792, 0.0622, 0.0649, -0.0516, 0.0438, -0.0169, -0.0520, 0.0309, 0.0280, -0.0605, -0.0289, 0.0152, -0.0639, 0.0249, -0.0187, -0.0478, -0.0060, 0.0588, -0.0432, 0.0268, 0.0062, -0.0470, 0.0121, 0.0467, -0.0678, -0.0151, 0.0238, -0.0373, 0.0110, 0.0418, -0.1034, 0.0833, 0.0755, -0.1093, -0.0136, 0.0621, -0.0971, 0.0773, 0.0864, -0.0375, 0.0608, 0.0636, -0.0480, -0.0026, 0.0277, -0.0495, -0.0139, 0.0428